The following is a DFT calculation (wB97M-V/def2-TZVPD) of a molecular structure, C42H56CuN3O3SbSeTe2.

XYZ file:
```
109
Properties=species:S:1:pos:R:3:forces:R:3
Cu 0.750 -0.113 -0.241 0.442 0.009 0.235
C 0.754 -0.624 3.686 0.033 0.022 -0.011
C 0.684 -0.507 2.192 -0.112 -0.014 -0.078
O 1.766 -0.419 1.528 -0.260 -0.029 -0.036
O -0.416 -0.486 1.587 0.059 0.053 0.011
H 1.597 -1.249 3.978 -0.018 0.005 -0.006
H -0.179 -1.013 4.088 0.000 0.001 -0.016
H 0.922 0.376 4.092 -0.009 -0.007 0.002
C 3.704 -1.022 -1.720 0.050 0.077 -0.043
Te 3.077 0.927 -1.025 -0.085 -0.142 -0.075
C 4.418 0.538 0.579 -0.104 -0.039 -0.082
C 5.326 -0.576 0.128 0.002 -0.014 -0.038
C 6.496 -0.870 0.822 0.017 -0.033 0.014
C 7.315 -1.913 0.416 -0.019 0.041 0.020
C 6.973 -2.669 -0.697 -0.029 0.004 -0.015
C 5.813 -2.378 -1.396 0.011 -0.018 0.004
C 4.982 -1.336 -0.992 0.046 0.014 0.028
H 3.822 -1.019 -2.804 0.029 -0.007 0.018
H 2.913 -1.726 -1.453 0.004 -0.030 -0.024
H 3.794 0.259 1.426 0.053 0.015 0.018
H 4.942 1.465 0.801 0.038 0.009 0.002
H 6.767 -0.274 1.686 -0.004 -0.009 -0.009
H 8.225 -2.129 0.963 -0.016 0.003 -0.009
H 7.614 -3.479 -1.022 -0.010 0.011 0.000
H 5.544 -2.961 -2.270 0.007 0.010 0.018
Se 1.812 2.956 1.021 -0.093 -0.011 -0.022
C 0.995 3.634 -0.464 -0.184 0.202 -0.086
N 0.453 4.033 -1.411 0.191 -0.088 0.130
Te -2.779 1.239 0.360 0.084 -0.051 -0.011
C -4.759 0.620 -0.068 -0.018 0.024 -0.068
C -5.054 -0.036 -1.261 0.013 -0.027 0.023
C -6.353 -0.443 -1.539 -0.001 0.018 0.038
C -7.366 -0.207 -0.620 0.009 0.004 0.004
C -7.077 0.435 0.577 0.009 -0.008 -0.026
C -5.780 0.848 0.851 -0.004 0.019 -0.003
C -2.880 3.081 -0.665 -0.104 0.073 0.002
C -2.699 4.260 0.051 0.052 -0.004 -0.015
C -2.751 5.488 -0.595 -0.011 -0.039 -0.021
C -3.023 5.545 -1.954 0.004 -0.022 0.029
C -3.217 4.371 -2.668 0.026 -0.009 0.041
C -3.120 3.140 -2.034 -0.082 0.016 0.029
H -4.262 -0.235 -1.973 -0.004 0.007 -0.007
H -6.571 -0.948 -2.472 0.000 0.001 0.004
H -8.379 -0.526 -0.834 0.026 0.006 0.007
H -7.863 0.619 1.299 0.010 -0.002 -0.017
H -5.560 1.355 1.782 -0.001 -0.007 -0.013
H -2.507 4.219 1.116 -0.001 0.001 -0.011
H -2.586 6.397 -0.032 -0.002 -0.010 -0.016
H -3.081 6.502 -2.456 0.002 -0.010 0.004
H -3.448 4.415 -3.724 0.010 -0.005 -0.057
H -3.257 2.224 -2.601 -0.001 0.024 0.016
C 1.358 3.868 -7.664 0.010 0.002 -0.029
C 0.754 4.323 -6.344 0.013 0.005 0.025
N 0.062 3.253 -5.626 -0.028 -0.035 -0.173
C -1.391 3.229 -5.649 -0.031 0.012 0.042
C -1.983 2.756 -6.970 0.012 -0.012 -0.029
C 0.831 2.366 -4.967 -0.044 0.098 0.208
O 2.049 2.434 -4.933 0.087 -0.065 -0.010
C 0.180 1.218 -4.234 -0.023 0.012 -0.155
C -0.302 0.107 -4.904 -0.011 0.012 -0.043
C -0.665 -1.009 -4.169 -0.013 -0.065 0.083
C -0.476 -0.993 -2.800 -0.118 0.025 -0.002
N 0.002 0.071 -2.145 0.043 0.047 0.040
C 0.280 1.175 -2.853 0.111 -0.101 0.088
H 1.816 4.714 -8.179 -0.001 -0.019 0.021
H 0.601 3.440 -8.323 0.005 0.015 0.007
H 2.130 3.120 -7.486 -0.015 0.003 0.003
H 0.032 5.124 -6.500 -0.045 0.002 -0.022
H 1.538 4.706 -5.690 0.014 0.008 0.004
H -1.735 4.242 -5.441 -0.036 0.059 0.070
H -1.744 2.614 -4.823 0.024 -0.040 0.003
H -1.760 3.457 -7.776 0.012 -0.017 0.004
H -3.068 2.677 -6.887 0.013 0.015 -0.006
H -1.589 1.780 -7.257 -0.017 0.007 0.024
H -0.370 0.106 -5.986 -0.008 -0.011 0.020
H -1.051 -1.901 -4.643 0.001 0.021 0.000
H -0.708 -1.859 -2.198 0.006 -0.019 0.002
H 0.624 2.046 -2.310 -0.022 -0.007 -0.014
C 0.049 -6.105 -1.400 0.012 0.000 -0.001
C 0.547 -4.687 -1.661 -0.061 0.020 -0.014
C 1.923 -4.688 -2.328 0.046 -0.038 0.057
Sb 0.570 -3.232 -0.032 -0.024 0.028 -0.084
C -1.378 -3.519 0.883 0.054 -0.018 0.005
C -2.459 -3.227 -0.156 -0.012 -0.039 -0.023
C -1.607 -4.836 1.612 0.018 -0.006 0.021
C 1.860 -4.090 1.486 -0.032 -0.052 0.037
C 3.244 -3.449 1.420 0.030 0.019 -0.039
C 1.958 -5.612 1.480 0.015 0.003 -0.006
H 0.063 -6.682 -2.331 0.003 0.013 0.012
H -0.973 -6.118 -1.024 -0.004 0.012 -0.013
H 0.676 -6.634 -0.683 -0.010 0.000 -0.020
H -0.160 -4.215 -2.354 0.025 0.002 -0.009
H 2.681 -5.123 -1.669 -0.024 0.024 -0.030
H 2.256 -3.681 -2.590 -0.016 -0.021 -0.002
H 1.909 -5.287 -3.244 0.000 0.015 0.021
H -1.388 -2.705 1.612 -0.017 -0.003 -0.007
H -2.441 -3.949 -0.980 0.004 0.023 0.032
H -2.351 -2.222 -0.576 -0.013 -0.010 0.023
H -3.455 -3.280 0.298 0.031 0.006 -0.014
H -1.569 -5.695 0.941 -0.009 -0.003 0.007
H -2.595 -4.837 2.084 0.018 0.013 -0.007
H -0.869 -4.998 2.401 -0.019 0.013 -0.018
H 1.368 -3.773 2.414 0.010 0.009 -0.009
H 3.766 -3.722 0.497 -0.017 0.000 0.013
H 3.865 -3.796 2.254 -0.010 0.011 -0.015
H 3.189 -2.360 1.463 0.007 -0.038 0.016
H 2.471 -5.966 0.582 -0.009 0.004 0.011
H 0.984 -6.100 1.525 0.020 0.011 0.019
H 2.547 -5.954 2.338 -0.009 0.012 -0.007
```
Forces are in eV/Å.

For the lowest unoccupied orbital energy (alpha / beta), the calculation gives -0.01 / -1.55 eV. The energy relative to the best compared isomer or geometry (same formula, charge and spin) comes out at 0.000 eV. The spin multiplicity is 2. As for the expectation value of S²: 0.761. The calculation puts the HOMO energy (alpha / beta) at -7.27 / -7.24 eV.

The following is a DFT calculation (wB97M-V/def2-TZVPD) of a molecular structure, C42H56HfIN9SSi.

XYZ file:
```
111
Properties=species:S:1:pos:R:3:forces:R:3
Hf -0.619 0.969 0.627 1.062 0.446 -0.811
C 0.374 -2.338 7.373 1.232 1.027 1.127
C -0.642 -2.290 6.253 0.149 -0.532 0.662
C -1.981 -1.837 6.879 -0.136 1.519 0.646
C -0.851 -3.728 5.679 0.269 0.300 -1.169
C -0.233 -1.284 5.171 -0.959 0.900 0.363
C -0.704 0.077 5.139 -0.158 -1.336 0.080
C -0.814 0.699 3.929 -0.104 0.556 -0.897
N -0.395 0.162 2.723 0.157 -0.951 0.926
C 0.299 -1.011 2.798 -0.819 0.434 3.555
C 0.431 -1.704 4.048 -0.234 -0.380 -1.662
C 0.867 -1.624 1.653 2.426 0.483 -3.851
C 1.824 -2.653 1.773 -1.789 0.610 -0.335
C 2.415 -3.206 0.645 0.608 0.095 0.002
C 2.237 -2.524 -0.576 -0.157 -1.652 -0.497
C 1.243 -1.598 -0.699 -1.238 1.687 0.999
N 0.632 -1.015 0.403 -0.045 -1.705 1.168
C 3.217 -4.504 0.814 -0.272 0.024 -0.149
C 4.680 -4.165 1.007 1.351 -0.523 -0.038
C 2.656 -5.332 1.967 -1.836 1.770 0.088
C 3.061 -5.455 -0.376 1.186 0.680 -0.837
H 0.027 -2.927 8.224 -0.018 -0.427 -0.340
H 0.465 -1.338 7.829 0.057 -0.083 -0.258
H 1.418 -2.629 7.119 -0.831 -0.085 -0.158
H -2.364 -2.455 7.714 0.602 0.107 -0.543
H -2.747 -1.795 6.128 -0.552 -0.228 -0.525
H -1.953 -0.765 7.263 0.254 -1.424 -0.186
H -1.625 -4.195 6.266 0.069 -0.424 0.400
H 0.045 -4.426 5.579 -0.998 1.179 0.327
H -1.318 -3.608 4.683 0.263 -0.308 0.221
H -1.181 0.559 5.999 0.399 -0.263 -0.398
H -1.340 1.665 3.898 0.412 -0.549 -0.296
H 0.860 -2.726 4.037 -0.502 1.003 0.147
H 1.942 -3.091 2.749 0.353 -0.100 -0.321
H 2.678 -2.889 -1.517 -0.133 0.096 0.639
H 0.839 -1.317 -1.690 0.575 0.236 0.724
H 4.955 -3.606 1.906 -0.438 -0.087 0.067
H 5.109 -3.612 0.174 -0.214 0.167 -0.252
H 5.261 -5.109 1.019 -0.293 0.374 0.197
H 2.835 -4.937 2.949 0.587 0.041 0.566
H 2.944 -6.330 1.882 0.773 -1.531 0.124
H 1.549 -5.329 1.887 0.366 -0.166 -0.087
H 3.434 -4.999 -1.327 -0.529 -0.488 0.610
H 2.050 -5.809 -0.436 -0.597 0.004 -0.411
H 3.681 -6.334 -0.172 -0.011 0.180 -0.147
S 1.435 2.484 1.439 -0.776 -0.390 0.166
C 1.683 2.418 -0.259 1.819 0.873 -1.184
C 2.869 3.019 -0.807 0.459 0.068 -0.309
C 3.333 2.679 -2.092 -1.746 -0.296 1.248
C 2.534 1.794 -2.863 -1.336 0.521 1.185
C 1.295 1.406 -2.320 -0.589 -0.351 -1.151
N 0.830 1.728 -1.045 0.954 -0.787 -0.595
H 3.415 3.740 -0.146 -0.433 -0.931 -0.718
H 4.232 3.078 -2.517 0.349 0.231 0.078
H 2.794 1.576 -3.897 -0.155 -0.285 0.362
H 0.588 0.824 -2.996 0.811 0.801 1.187
I 4.497 -1.410 -4.813 -0.712 0.142 -0.626
C 3.635 -1.410 -6.817 0.470 -0.501 -0.146
C 4.582 -1.683 -7.816 1.666 0.028 0.434
C 4.187 -1.788 -9.124 -1.399 -0.521 -0.074
C 2.788 -1.658 -9.389 1.936 0.422 -0.380
C 1.971 -1.349 -8.352 -1.068 -0.359 1.049
N 2.362 -1.282 -7.035 -0.216 0.371 -0.667
H 5.660 -1.819 -7.555 -1.159 0.173 -0.182
H 4.908 -2.091 -9.879 -0.207 0.294 -0.002
H 2.383 -1.692 -10.392 0.101 -0.176 0.043
H 0.898 -1.260 -8.592 0.538 0.150 0.638
C 0.275 7.222 -0.383 1.495 0.170 -1.270
C -1.124 6.664 -0.490 -1.531 -1.913 -2.133
C -2.039 7.552 -1.350 1.282 1.260 -0.911
C -1.852 6.455 0.816 -0.269 0.715 1.290
N -1.970 5.048 1.292 0.426 -2.289 -0.189
C -2.459 4.591 2.495 -0.041 1.014 -1.206
N -2.265 3.314 2.596 0.437 -1.188 -0.874
N -1.669 2.917 1.442 -0.360 3.046 -0.876
N -1.483 3.964 0.601 -1.137 -0.159 3.176
H 0.790 7.276 -1.385 -0.774 -0.348 0.722
H 0.921 6.583 0.206 0.102 -0.143 0.360
H 0.418 8.262 -0.040 -0.778 -0.420 0.296
H -1.196 5.632 -1.018 0.921 1.598 0.761
H -2.218 8.439 -0.747 -0.414 0.330 -0.138
H -2.985 7.126 -1.690 0.148 -0.202 0.317
H -1.488 7.932 -2.261 -0.579 -0.575 0.909
H -2.864 6.899 0.784 0.287 -0.603 -0.052
H -1.337 7.009 1.617 -0.090 -0.355 -0.088
H -3.067 5.176 3.192 0.661 -0.073 -0.258
C -5.076 0.058 -1.172 -0.032 -0.089 -0.467
Si -3.662 -0.433 -0.006 -1.165 0.246 0.395
C -4.073 0.281 1.734 0.232 0.550 -0.211
C -3.516 -2.322 -0.005 0.341 0.154 0.527
N -2.172 0.460 -0.562 -0.480 -0.330 0.677
C -2.197 0.469 -1.982 -0.312 1.863 -0.826
C -2.144 -0.704 -2.659 0.976 -1.512 -0.787
C -1.998 -0.711 -4.061 -0.028 -1.812 -1.058
C -1.932 0.460 -4.811 0.361 0.070 0.801
C -2.024 1.684 -4.083 -0.751 -1.343 -1.590
C -2.320 1.681 -2.750 1.103 0.682 2.364
H -4.773 0.943 -1.758 -0.256 -0.358 0.101
H -5.998 0.319 -0.652 0.134 0.117 0.328
H -5.412 -0.739 -1.880 0.674 0.511 0.412
H -5.164 0.140 1.899 0.659 0.078 -0.082
H -3.887 1.401 1.674 -0.298 -1.273 0.310
H -3.555 -0.151 2.625 -0.225 0.350 -0.682
H -4.230 -2.786 -0.699 0.434 0.198 -0.059
H -3.776 -2.726 0.990 0.225 0.204 -0.273
H -2.472 -2.606 -0.231 -0.540 -0.215 0.054
H -2.057 -1.653 -2.088 -0.171 0.717 -0.642
H -1.912 -1.748 -4.557 -0.165 1.881 0.664
H -1.767 0.455 -5.907 -0.147 -0.033 0.967
H -1.980 2.570 -4.683 -0.046 0.596 0.157
H -2.430 2.658 -2.183 0.099 -1.265 -0.742
```
Forces are in eV/Å.

For the lowest unoccupied orbital energy, the calculation gives -6.27 eV. The energy relative to the best compared isomer or geometry (same formula, charge and spin) comes out at 1.978 eV. The net charge is +2. The calculation puts the HOMO energy at -12.58 eV.